The following is a DFT calculation (ωB97M-V with the def2-TZVPD basis set) of 7 unconnected molecules or ions with the total composition C28H54O8 in a non-equilibrium geometry.

As for the SMILES: O=C1CCCO1.C1CCOC1.C1CCOC1.C1CCOC1.C1CCOC1.C1CCOC1.C1CCOC1. As for the spin multiplicity: 1. The highest occupied orbital energy is -9.54 eV. The calculation puts the HOMO-LUMO gap at 9.90 eV. The energy relative to the best compared isomer or geometry (same formula, charge and spin) is 2.351 eV. As for the charge: 0. The lowest unoccupied orbital energy is 0.36 eV.

Element x y z (Å)
O  -30.90705  -16.01739  1.46232
C  -31.07686  -15.46977  0.37456
C  -31.69288  -14.08478  0.07623
C  -32.05863  -14.11560  -1.37285
C  -31.29049  -15.30926  -1.87004
O  -30.99587  -16.13986  -0.75470
H  -32.53703  -14.01150  0.76190
H  -30.88714  -13.42982  0.40774
H  -33.11554  -14.25768  -1.59842
H  -31.91386  -13.14739  -1.85212
H  -31.88010  -15.86926  -2.59591
H  -30.39890  -15.12184  -2.46841
C  -30.68408  -13.02373  -8.71434
C  -32.06608  -13.50562  -9.13450
C  -31.71146  -14.79140  -9.99657
O  -30.53098  -15.29824  -9.41488
C  -29.68016  -14.19604  -9.06433
H  -30.63312  -12.79201  -7.65048
H  -30.41245  -12.14818  -9.30404
H  -32.70180  -12.74205  -9.58272
H  -32.71103  -13.78707  -8.30206
H  -31.51762  -14.49271  -11.02677
H  -32.55254  -15.48257  -10.05087
H  -29.08950  -14.07624  -9.97256
H  -28.96528  -14.51697  -8.30668
C  -31.46177  -22.69694  -14.03034
C  -30.44250  -21.63342  -13.68464
C  -30.46723  -20.73583  -14.88375
O  -30.62635  -21.69492  -15.92151
C  -31.31104  -22.83072  -15.50456
H  -32.47824  -22.42992  -13.74123
H  -31.35987  -23.63913  -13.49185
H  -29.48844  -22.15248  -13.59279
H  -30.59735  -21.11478  -12.73852
H  -29.46727  -20.30674  -14.94755
H  -31.27556  -20.01206  -14.77955
H  -30.65153  -23.67616  -15.70042
H  -32.28297  -22.96529  -15.97926
C  -39.47655  -18.60351  -5.54255
C  -40.04412  -17.30440  -6.12701
C  -39.10093  -16.90773  -7.24693
O  -38.02817  -17.84574  -7.17597
C  -38.03517  -18.36189  -5.80956
H  -39.86056  -19.49539  -6.03771
H  -39.66417  -18.82866  -4.49269
H  -40.06417  -16.64933  -5.25605
H  -41.09067  -17.46760  -6.38429
H  -38.84991  -15.84853  -7.30343
H  -39.66906  -17.20361  -8.12883
H  -37.60495  -17.63944  -5.11596
H  -37.35583  -19.21336  -5.76954
C  -24.11605  -9.87955  -5.28735
C  -23.05699  -9.72747  -6.40291
C  -23.80809  -9.26358  -7.64760
O  -25.09155  -8.90970  -7.11931
C  -25.13450  -8.88041  -5.71694
H  -23.74748  -9.65960  -4.28541
H  -24.43835  -10.89854  -5.50156
H  -22.35712  -10.56036  -6.47046
H  -22.40305  -8.89927  -6.12989
H  -23.91874  -10.15265  -8.26843
H  -23.23346  -8.47483  -8.13316
H  -26.14106  -9.15280  -5.39956
H  -24.84077  -7.92941  -5.27260
C  -38.19847  -10.50218  -13.38087
C  -37.62015  -11.03839  -14.68062
C  -37.92395  -9.88207  -15.64733
O  -37.81385  -8.71582  -14.83879
C  -37.73385  -9.04531  -13.47050
H  -37.83151  -11.04639  -12.51065
H  -39.28662  -10.45569  -13.42403
H  -38.10798  -11.94427  -15.04046
H  -36.53560  -11.05891  -14.57369
H  -38.89420  -9.97444  -16.13537
H  -37.16868  -9.88417  -16.43325
H  -38.32110  -8.32493  -12.90105
H  -36.70689  -8.87876  -13.14536
C  -24.36327  -20.07234  -8.30404
C  -23.73174  -19.47436  -7.06530
C  -22.51227  -18.71428  -7.59956
O  -22.89992  -18.40516  -8.95412
C  -23.65174  -19.47984  -9.47167
H  -25.42796  -19.88729  -8.44644
H  -24.18383  -21.14463  -8.38214
H  -23.35990  -20.22727  -6.37035
H  -24.41265  -18.76493  -6.59501
H  -21.58124  -19.28037  -7.62795
H  -22.34470  -17.79346  -7.04090
H  -22.93422  -20.18641  -9.88881
H  -24.31878  -19.16367  -10.27367

=====

The following is a DFT calculation (ωB97M-V with the def2-TZVPD basis set) of 2 unconnected molecules or ions with the total composition C28H55BN5O5S in a non-equilibrium geometry.

As for the spin multiplicity: 1. The highest occupied orbital energy is -10.83 eV. The calculation puts the HOMO-LUMO gap at 6.60 eV. As for the charge: +1. The lowest unoccupied orbital energy is -4.24 eV.

Element x y z (Å)
C  -5.92665  -1.59832  0.60228
C  -5.26134  -0.28401  0.96898
C  -3.79693  -0.32048  1.76205
C  -2.93842  1.04597  1.45575
C  -2.73903  2.18258  2.61980
C  -1.86191  3.57335  2.30850
B  -1.74027  4.58735  3.61590
N  -0.45247  5.05876  4.26136
O  -3.02454  5.02381  4.22452
N  -1.24363  3.87140  0.92542
C  -0.48504  5.19634  0.72608
C  1.05111  5.14042  1.38573
O  1.39527  6.37927  2.11285
C  -1.39754  2.82848  -0.20345
C  -0.72101  3.03493  -1.71594
C  0.91954  2.95522  -1.70611
C  1.54907  1.74782  -0.79324
C  3.14836  2.15301  -0.52580
C  3.71807  0.98383  0.52506
C  4.44395  1.62059  1.86005
C  3.51225  1.59947  3.21142
C  2.90385  0.12466  3.60562
C  2.42026  0.05004  5.20461
C  1.32236  1.26334  5.54195
C  -2.21317  1.39329  -0.01091
C  -2.36926  0.23292  -1.16642
C  -0.95413  -0.57150  -1.47634
C  -1.24108  -1.97364  -2.27763
C  -1.30846  -3.29661  -1.30433
N  0.08506  -3.89935  -1.23997
C  0.71960  -3.75023  0.12614
N  1.69846  -4.67359  0.46406
N  0.41721  -2.67181  1.14294
H  -6.91110  -1.50763  -0.03122
H  -5.40146  -2.59589  0.91813
H  -5.76610  0.75329  0.72426
H  -3.14164  -1.22925  1.34972
H  -3.90236  -0.41167  2.92616
H  -3.21085  1.96535  3.69034
H  0.37430  4.47449  4.00932
H  -0.30109  6.07691  4.07892
H  -2.90930  5.90282  4.71006
H  -0.29966  5.44732  -0.41789
H  -1.10571  6.13247  1.13215
H  1.82386  5.06642  0.48162
H  1.22033  4.16341  2.02481
H  2.19160  6.15776  2.71404
H  -0.99208  4.15489  -2.02877
H  -1.20357  2.35533  -2.53648
H  1.36827  4.02420  -1.43086
H  1.27110  2.76260  -2.82864
H  1.54185  0.69253  -1.30169
H  1.07675  1.63024  0.27179
H  3.73629  2.17849  -1.53782
H  3.16594  3.15480  0.08049
H  2.82137  0.27155  0.81436
H  4.52107  0.38038  -0.07810
H  4.77798  2.75549  1.70534
H  5.41447  0.95808  2.05388
H  4.21818  1.92216  4.10830
H  2.63287  2.38799  3.19074
H  1.92291  -0.14004  2.98739
H  3.65801  -0.76629  3.37973
H  1.85098  -0.95331  5.45200
H  3.30930  0.17664  5.95551
H  1.03419  1.28733  6.69747
H  0.31759  1.13327  4.91502
H  1.74279  2.32671  5.28541
H  -2.67551  0.78826  -2.17753
H  -3.24512  -0.53606  -0.96405
H  -0.35182  0.12529  -2.22737
H  -0.32939  -0.72115  -0.47355
H  -0.36884  -2.17905  -3.06234
H  -2.21520  -1.81624  -2.93677
H  -1.99359  -4.11943  -1.82424
H  -1.78693  -3.07429  -0.25601
H  0.06390  -4.89274  -1.56617
H  2.01672  -4.40551  1.42941
H  1.22621  -2.01376  1.28119
H  0.11169  -3.08032  2.06477
O  0.10509  -5.65163  -3.81203
S  0.18502  -4.96225  -5.08294
O  -0.84714  -4.05140  -5.52896
O  0.46544  -6.05201  -6.26080
C  -0.41038  -7.16315  -6.38452
C  -1.70964  -6.77054  -7.06181
C  1.74804  -4.12573  -5.17582
H  -0.59545  -7.62409  -5.40858
H  0.10317  -7.90806  -7.00131
H  -2.29688  -6.10044  -6.42689
H  -2.31788  -7.65442  -7.27364
H  -1.51425  -6.23907  -7.99888
H  2.53917  -4.82239  -4.89373
H  1.72293  -3.28477  -4.47952
H  1.89400  -3.76125  -6.19432